# 1
{
  "formula": "C52H64GaNO5P3",
  "method": "the ωB97M-V functional and the def2-TZVPD basis",
  "symbols": ["Ga", "O", "C", "O", "C", "C", "C", "C", "C", "N", "C", "O", "O", "H", "H", "H", "H", "H", "C", "C", "P", "C", "C", "C", "C", "C", "C", "C", "C", "C", "C", "C", "C", "C", "P", "C", "C", "C", "C", "C", "C", "C", "C", "C", "C", "C", "C", "H", "H", "H", "H", "H", "H", "H", "H", "H", "H", "H", "H", "H", "H", "H", "H", "H", "H", "H", "H", "H", "H", "H", "H", "H", "H", "O", "P", "C", "C", "C", "C", "C", "C", "C", "C", "C", "C", "C", "C", "C", "C", "C", "C", "C", "C", "H", "H", "H", "H", "H", "H", "H", "H", "H", "H", "H", "H", "H", "H", "H", "H", "H", "H", "H", "H", "H", "H", "H", "H", "H", "H", "H", "H", "H", "H", "H", "H", "H"],
  "positions_angstrom": [[-0.159, 0.367, 0.472], [-3.801, 0.307, 1.479], [-2.618, 0.874, 1.289], [-1.977, 0.552, 0.183], [-2.109, 1.735, 2.218], [-2.785, 2.031, 3.481], [-2.265, 2.633, 4.550], [-0.839, 3.068, 4.761], [0.223, 2.875, 2.446], [-1.018, 2.541, 1.713], [1.448, 2.348, 1.698], [2.643, 2.697, 2.093], [1.374, 1.650, 0.687], [-4.009, -0.268, 0.728], [-3.814, 1.694, 3.535], [-2.921, 2.807, 5.395], [-0.755, 4.156, 4.683], [2.637, 3.267, 2.881], [0.232, 2.388, 3.894], [0.138, 0.831, 4.056], [0.107, -0.450, 2.706], [-1.251, -1.569, 3.066], [-1.801, -2.317, 2.024], [-2.794, -3.250, 2.282], [-3.243, -3.440, 3.582], [-2.690, -2.710, 4.626], [-1.692, -1.781, 4.373], [1.637, -1.396, 2.912], [2.877, -0.789, 2.685], [4.050, -1.478, 2.945], [3.997, -2.783, 3.426], [2.771, -3.395, 3.636], [1.590, -2.706, 3.386], [0.205, 4.420, 2.135], [-1.247, 4.116, 1.098], [-0.998, 4.204, -0.641], [0.284, 4.169, -1.201], [0.421, 4.163, -2.578], [-0.711, 4.180, -3.387], [-1.984, 4.215, -2.832], [-2.135, 4.238, -1.455], [-2.692, 4.991, 1.576], [-3.969, 4.431, 1.652], [-5.041, 5.249, 1.971], [-4.841, 6.604, 2.203], [-3.571, 7.163, 2.111], [-2.489, 6.360, 1.794], [1.191, 2.688, 4.327], [-0.579, 2.857, 5.801], [-0.802, 0.632, 4.571], [0.945, 0.491, 4.706], [-1.461, -2.184, 1.002], [-3.221, -3.827, 1.472], [-4.020, -4.165, 3.784], [-3.030, -2.870, 5.640], [-1.257, -1.244, 5.207], [2.949, 0.221, 2.300], [5.006, -0.999, 2.776], [4.913, -3.319, 3.639], [2.727, -4.411, 4.007], [0.642, -3.198, 3.563], [1.085, 4.835, 1.647], [-0.049, 5.035, 2.996], [1.172, 4.178, -0.581], [1.408, 4.167, -3.021], [-0.598, 4.190, -4.464], [-2.856, 4.250, -3.471], [-3.124, 4.306, -1.020], [-4.131, 3.380, 1.458], [-6.035, 4.828, 2.036], [-5.684, 7.234, 2.454], [-3.426, 8.220, 2.284], [-1.502, 6.805, 1.714], [0.440, -0.214, -1.111], [1.099, -1.484, -1.801], [-0.042, -2.858, -1.581], [-1.504, -2.466, -1.874], [-2.387, -3.700, -1.689], [-2.049, -4.801, -2.717], [-0.671, -4.593, -3.351], [0.367, -4.178, -2.310], [2.581, -1.806, -0.805], [3.684, -0.748, -1.015], [4.666, -1.117, -2.130], [5.242, -2.517, -1.929], [4.135, -3.566, -1.850], [3.158, -3.231, -0.728], [1.362, -0.893, -3.486], [0.128, -0.102, -4.030], [-0.511, -0.792, -5.233], [0.483, -0.938, -6.390], [1.899, -1.280, -5.890], [1.855, -1.938, -4.510], [0.041, -3.025, -0.495], [-1.605, -2.090, -2.894], [-1.824, -1.654, -1.218], [-3.438, -3.418, -1.767], [-2.238, -4.082, -0.674], [-2.806, -4.829, -3.500], [-2.076, -5.776, -2.229], [-0.731, -3.840, -4.141], [-0.342, -5.511, -3.836], [1.351, -4.097, -2.771], [0.453, -4.972, -1.565], [2.115, -1.618, 0.171], [4.243, -0.684, -0.075], [3.250, 0.242, -1.178], [5.465, -0.375, -2.157], [4.173, -1.069, -3.105], [5.818, -2.537, -0.997], [5.940, -2.757, -2.731], [4.556, -4.557, -1.679], [3.609, -3.620, -2.807], [3.701, -3.275, 0.221], [2.363, -3.973, -0.651], [2.181, -0.182, -3.326], [0.484, 0.882, -4.344], [-0.608, 0.083, -3.248], [-1.381, -0.220, -5.556], [-0.890, -1.775, -4.942], [0.512, -0.013, -6.968], [0.130, -1.713, -7.071], [2.512, -0.376, -5.824], [2.404, -1.939, -6.595], [2.840, -2.307, -4.239], [1.186, -2.797, -4.544]],
  "forces_ev_per_a": [[-0.1, 0.3, 0.3], [-0.1, 0.0, 0.0], [0.0, -0.1, -0.1], [-0.1, 0.0, -0.1], [0.0, 0.1, 0.1], [0.1, 0.0, -0.1], [0.1, 0.0, 0.0], [-0.1, 0.0, 0.0], [0.0, 0.0, -0.1], [0.0, 0.0, 0.2], [0.1, 0.0, -0.2], [-0.1, 0.1, 0.1], [-0.1, 0.0, 0.2], [0.0, 0.0, 0.1], [0.0, 0.0, 0.0], [0.0, 0.0, 0.0], [0.0, 0.0, 0.0], [0.0, 0.0, -0.1], [0.1, -0.1, 0.0], [0.0, 0.0, -0.1], [0.0, -0.1, 0.1], [-0.1, 0.0, 0.0], [0.0, 0.0, 0.0], [0.0, 0.0, 0.0], [0.0, 0.0, 0.0], [0.0, 0.0, 0.0], [0.0, 0.0, 0.0], [0.0, 0.0, 0.1], [0.0, 0.0, 0.0], [0.0, 0.0, 0.0], [0.0, 0.0, 0.0], [0.0, 0.0, 0.0], [0.0, -0.1, -0.1], [0.1, 0.0, 0.1], [0.0, -0.2, -0.1], [0.0, 0.0, -0.1], [0.0, 0.0, -0.1], [0.0, 0.0, 0.1], [0.0, 0.0, 0.0], [0.0, 0.0, 0.0], [0.0, 0.0, -0.1], [-0.1, 0.1, 0.1], [0.0, 0.0, -0.1], [0.0, 0.0, 0.0], [0.0, 0.0, 0.0], [0.0, 0.0, 0.0], [-0.1, 0.0, 0.1], [0.0, 0.0, 0.0], [0.0, 0.0, 0.0], [0.0, 0.0, 0.0], [0.0, 0.0, 0.1], [0.0, 0.0, 0.0], [0.0, 0.0, 0.0], [0.0, 0.0, 0.0], [0.0, 0.0, 0.0], [0.0, 0.0, 0.0], [0.0, 0.0, 0.0], [0.0, 0.0, 0.0], [0.0, 0.0, 0.0], [0.0, 0.0, 0.0], [0.0, 0.0, 0.0], [0.0, 0.0, 0.0], [0.0, 0.0, 0.0], [0.0, 0.0, 0.0], [0.0, 0.0, 0.0], [0.0, 0.0, 0.0], [0.0, 0.0, 0.0], [0.0, 0.0, 0.0], [0.0, 0.0, 0.0], [0.0, 0.0, 0.0], [0.0, 0.0, 0.0], [0.0, 0.0, 0.0], [0.0, 0.0, 0.0], [0.3, -0.5, -0.2], [-0.2, 0.4, 0.0], [-0.1, -0.1, 0.0], [0.0, -0.1, 0.0], [0.0, 0.0, 0.0], [0.0, 0.0, 0.0], [0.0, 0.0, 0.0], [-0.1, 0.1, 0.0], [0.1, 0.0, -0.1], [0.0, -0.1, 0.0], [0.0, 0.0, 0.0], [0.0, 0.0, 0.1], [0.0, 0.1, 0.0], [0.0, 0.1, 0.0], [0.0, -0.1, -0.2], [0.1, 0.0, -0.1], [0.0, 0.0, 0.0], [0.0, 0.0, 0.0], [0.0, 0.0, 0.0], [-0.1, 0.1, 0.0], [0.0, -0.1, 0.0], [0.0, 0.0, 0.0], [0.0, 0.0, 0.0], [0.0, 0.0, 0.0], [0.0, 0.0, 0.0], [0.0, 0.0, 0.0], [0.0, 0.0, 0.0], [0.0, 0.0, 0.0], [0.0, 0.0, 0.0], [0.1, 0.0, 0.0], [0.0, 0.0, 0.0], [0.0, 0.0, 0.2], [0.0, 0.0, 0.0], [0.0, 0.0, 0.0], [0.0, 0.0, 0.0], [0.0, 0.0, 0.0], [0.0, 0.0, 0.0], [0.0, 0.0, 0.0], [0.0, 0.0, 0.0], [0.0, 0.0, 0.0], [0.0, 0.0, 0.0], [0.0, 0.0, 0.0], [0.0, 0.0, 0.0], [0.0, 0.0, 0.0], [0.0, 0.0, 0.0], [0.0, 0.0, 0.0], [0.0, 0.0, 0.0], [0.0, 0.0, 0.0], [0.0, 0.0, 0.0], [0.0, 0.0, 0.0], [0.0, 0.0, 0.0], [0.0, 0.0, 0.0], [0.0, 0.0, 0.0]],
  "lowdin_charge": [0.42, 0.16, -0.48, -0.02, -0.25, -0.05, -0.06, -0.12, -0.36, -0.09, -0.44, 0.22, 0.09, 0.15, 0.13, 0.12, 0.12, 0.16, -0.23, -0.17, 1.12, -0.37, -0.09, -0.04, -0.03, -0.03, -0.06, -0.35, -0.10, -0.05, -0.04, -0.04, -0.05, -0.06, 1.12, -0.28, -0.06, -0.04, -0.03, -0.03, -0.04, -0.31, -0.07, -0.03, -0.02, -0.03, -0.06, 0.15, 0.14, 0.07, 0.11, 0.08, 0.11, 0.13, 0.13, 0.12, 0.09, 0.12, 0.12, 0.12, 0.11, 0.11, 0.11, 0.11, 0.12, 0.13, 0.13, 0.11, 0.11, 0.13, 0.13, 0.13, 0.12, -0.28, 0.98, -0.33, -0.19, -0.17, -0.16, -0.18, -0.16, -0.33, -0.17, -0.18, -0.18, -0.18, -0.16, -0.31, -0.17, -0.19, -0.17, -0.16, -0.18, 0.12, 0.11, 0.09, 0.12, 0.10, 0.12, 0.12, 0.09, 0.13, 0.09, 0.13, 0.09, 0.11, 0.11, 0.12, 0.09, 0.12, 0.12, 0.13, 0.09, 0.12, 0.10, 0.12, 0.12, 0.09, 0.12, 0.09, 0.12, 0.12, 0.12, 0.12, 0.09, 0.10],
  "total_charge": 3,
  "de_lowest_kcal_mol": 35.9
}

# 2
{
  "formula": "C2F6MgNO4S2",
  "method": "the ωB97M-V functional and the def2-TZVPD basis",
  "symbols": ["O", "Mg", "N", "S", "O", "C", "F", "F", "F", "S", "O", "O", "C", "F", "F", "F"],
  "positions_angstrom": [[1.629, 1.168, 1.141], [-0.204, 1.025, 1.674], [-1.280, -0.831, 1.199], [1.960, 0.450, -0.377], [2.590, 1.430, -1.317], [3.416, -0.637, 0.095], [3.813, -1.313, -0.980], [3.074, -1.508, 1.037], [4.428, 0.098, 0.535], [-2.439, 0.035, 0.739], [-1.931, 1.489, 0.643], [-3.804, -0.101, 1.287], [-2.759, -0.266, -1.078], [-1.653, -0.038, -1.781], [-3.128, -1.531, -1.268], [-3.714, 0.530, -1.550]],
  "forces_ev_per_a": [[1.1, -1.3, -2.8], [-1.2, -1.7, -1.7], [-0.6, 1.4, 0.3], [-0.7, 2.3, 1.1], [-0.5, -1.1, 1.5], [-0.4, 0.8, 0.4], [0.0, -0.1, -0.3], [-0.1, -0.3, 0.2], [0.5, 0.1, 0.1], [0.6, -1.1, 1.0], [-0.3, 0.5, 0.5], [1.4, 0.5, -0.6], [0.4, 0.2, 1.1], [0.3, 0.0, -0.4], [-0.1, -0.3, -0.2], [-0.4, 0.2, -0.3]],
  "nbo_charge": [-1.21, 1.76, -1.46, 1.41, -0.93, 0.76, -0.32, -0.32, -0.32, 2.07, -1.17, -0.98, 0.70, -0.33, -0.33, -0.33],
  "total_energy_ha": -2027.71047,
  "total_charge": -1
}

# 3
{
  "formula": "C10H18N3",
  "method": "the ωB97M-V functional and the def2-TZVPD basis",
  "symbols": ["C", "C", "C", "C", "C", "C", "C", "H", "H", "H", "H", "H", "H", "H", "H", "C", "C", "C", "N", "N", "N", "H", "H", "H", "H", "H", "H", "H", "H", "H", "H"],
  "positions_angstrom": [[-0.059, 2.739, 0.933], [-0.209, -0.717, 3.227], [-1.306, -0.159, 2.703], [1.114, -0.282, 2.703], [-1.269, 0.754, 1.612], [1.207, 0.631, 1.691], [-0.053, 1.275, 1.390], [-0.186, -1.461, 4.065], [-2.273, -0.471, 3.150], [1.900, -0.832, 3.115], [-2.220, 1.243, 1.410], [2.022, 1.029, 1.184], [0.884, 3.037, 0.353], [-0.285, 3.248, 1.848], [-0.954, 2.824, 0.381], [-0.739, -1.713, -2.464], [-0.830, -2.417, -1.043], [0.925, 0.184, -2.086], [0.531, -1.053, -2.581], [-0.175, 0.822, -1.562], [2.180, 0.659, -2.223], [-1.020, -2.241, -3.365], [-1.672, -1.208, -2.495], [-1.455, -1.979, -0.318], [0.080, -2.630, -0.532], [0.898, -1.389, -3.545], [-0.957, 0.300, -1.469], [0.031, 1.791, -1.054], [2.887, -0.049, -2.321], [2.419, 1.337, -1.305], [-1.416, -3.275, -1.401]],
  "forces_ev_per_a": [[1.5, -1.8, -0.7], [3.8, 0.2, 0.3], [-2.5, -1.1, -0.4], [-2.5, -1.4, 0.0], [-0.8, -0.8, 3.0], [-3.8, 0.2, 1.4], [1.9, 1.5, -1.8], [-0.3, 0.9, -0.9], [0.5, 0.3, -0.6], [1.5, -0.5, 0.3], [0.3, 0.2, -0.4], [1.8, 0.4, -0.2], [-1.3, 0.1, 1.1], [0.7, 1.0, 0.3], [-0.9, 0.7, -1.2], [-0.7, -0.1, 3.0], [-1.1, -1.3, -2.9], [-4.4, -1.8, -0.7], [2.4, 0.4, -3.7], [7.4, 4.8, 0.3], [-0.4, 2.6, 4.1], [1.3, -1.3, 0.0], [-0.6, 2.3, 0.1], [-0.8, 1.3, 0.5], [0.9, -0.6, -0.3], [0.3, 1.2, 2.6], [-3.1, -1.5, 0.6], [-1.3, -3.1, -1.3], [0.2, -0.2, -0.2], [-0.6, -2.2, -3.5], [0.5, -0.7, 1.1]],
  "nbo_charge": [-0.66, -0.24, -0.18, -0.15, -0.29, -0.28, 0.04, 0.24, 0.22, 0.22, 0.22, 0.20, 0.20, 0.26, 0.21, -0.27, -0.63, 0.69, -0.60, -0.74, -0.76, 0.24, 0.21, 0.22, 0.23, 0.44, 0.42, 0.45, 0.43, 0.43, 0.24],
  "total_charge": 1,
  "de_lowest_kcal_mol": 97.4
}

# 4
{
  "formula": "C3H7N2O2",
  "method": "the ωB97M-V functional and the def2-TZVPD basis",
  "symbols": ["C", "C", "C", "N", "N", "O", "O", "H", "H", "H", "H", "H", "H", "H"],
  "positions_angstrom": [[0.150, -1.783, 0.261], [-0.796, 0.351, 1.419], [0.825, 0.357, -0.457], [0.726, -1.055, -0.655], [-0.492, 0.971, 0.097], [-2.068, 0.125, 1.512], [0.975, 1.132, -1.610], [0.131, -2.937, 0.237], [1.473, 0.380, 0.489], [1.278, -1.271, -1.400], [-1.264, 0.925, -0.499], [-0.343, 1.877, 0.395], [-2.347, -0.266, 2.352], [1.751, 1.195, -2.141]],
  "forces_ev_per_a": [[-0.8, -0.3, 0.2], [0.4, -1.4, 2.3], [-0.1, 2.3, 1.6], [-2.4, -0.5, 2.2], [0.7, -3.8, 0.7], [0.1, 0.4, -1.6], [-1.4, -0.6, 1.5], [0.6, 1.9, -0.7], [-0.1, 1.2, -1.7], [1.8, -1.7, -2.9], [-1.6, -0.1, -2.0], [0.9, 2.9, 0.2], [0.4, 0.1, 0.2], [1.5, -0.4, 0.0]],
  "nbo_charge": [-0.01, 0.36, 0.41, -0.57, -0.61, -0.66, -0.71, 0.21, 0.23, 0.40, 0.43, 0.45, 0.54, 0.53],
  "total_charge": 1,
  "de_lowest_kcal_mol": 134.5
}

# 5
{
  "formula": "C20H21N5O",
  "method": "the ωB97M-V functional and the def2-TZVPD basis",
  "symbols": ["C", "H", "O", "C", "C", "C", "C", "C", "C", "H", "H", "H", "C", "C", "C", "N", "C", "N", "C", "N", "H", "N", "H", "C", "C", "C", "C", "C", "C", "H", "H", "N", "C", "H", "H", "H", "C", "H", "H", "H", "H", "H", "H", "H", "H", "H", "H"],
  "positions_angstrom": [[6.404, -1.853, 1.682], [6.326, -1.202, 2.534], [5.178, -1.641, 0.750], [4.114, -2.015, 1.368], [3.143, -1.667, 0.548], [1.794, -2.212, 1.101], [1.621, -2.837, 2.475], [2.766, -3.027, 2.945], [4.045, -2.695, 2.555], [4.799, -2.802, 3.286], [2.532, -3.693, 3.933], [0.706, -3.225, 2.473], [0.695, -1.805, 0.134], [-0.689, -1.691, 0.564], [-1.714, -1.256, -0.387], [-1.485, -1.846, -1.489], [-0.262, -2.022, -1.947], [-0.319, -2.502, -3.238], [-1.722, -2.314, -3.770], [-2.423, -1.986, -2.561], [-1.952, -2.508, -4.662], [0.785, -2.325, -1.142], [1.582, -2.693, -1.582], [-2.118, 0.056, -0.203], [-0.994, 1.020, -1.004], [-1.348, 2.461, -0.818], [-2.464, 3.112, -0.339], [-3.606, 1.986, -0.174], [-3.279, 0.657, 0.130], [-4.146, 0.076, 0.366], [-4.540, 2.370, 0.107], [-2.645, 4.370, -0.533], [-1.820, 5.177, -1.089], [-2.045, 6.311, -0.971], [-1.546, 4.963, -2.077], [-0.950, 5.007, -0.633], [-4.019, 4.905, -0.440], [-4.210, 5.820, -0.136], [-4.777, 4.425, -1.081], [-4.494, 4.354, 0.713], [-0.586, 3.113, -0.943], [-0.127, 0.466, -0.803], [-2.626, -1.854, 0.124], [-0.695, -1.401, 1.755], [3.267, -1.461, -0.440], [7.212, -1.316, 1.007], [6.631, -2.799, 1.910]],
  "forces_ev_per_a": [[0.2, 6.4, -4.9], [-0.5, 0.0, 0.5], [7.4, -0.3, 2.2], [1.3, -0.3, 0.6], [-9.7, -4.0, 4.1], [1.8, 3.4, -1.9], [-1.9, 5.1, -10.2], [4.0, -4.6, 8.3], [-1.5, 0.5, 0.4], [0.9, -0.3, 0.1], [1.8, 1.4, -1.7], [-3.5, -1.8, 1.6], [-4.0, -3.6, 3.2], [6.2, 2.0, 3.7], [-5.9, -3.1, 10.6], [0.0, -2.4, -10.6], [-0.6, -4.4, -5.5], [-1.3, 1.9, -1.1], [5.9, 2.1, 17.1], [0.5, 0.2, -2.8], [-2.4, -1.5, -6.8], [0.1, 2.2, -0.3], [1.1, -0.2, -0.4], [4.0, 7.5, -5.0], [-7.3, 1.6, 5.7], [2.2, -4.7, -0.2], [-3.9, -9.1, -1.2], [4.1, 3.5, 1.4], [-1.2, 0.9, -1.2], [-0.3, -0.7, 0.5], [-1.4, 0.1, 0.1], [-9.2, 0.8, 3.1], [3.3, 6.7, -2.7], [0.2, -2.1, -0.2], [-0.2, -0.2, -2.3], [4.2, 0.3, 1.9], [-1.4, -8.3, 3.7], [0.1, 4.9, 0.4], [0.6, 0.5, -0.5], [1.3, 1.4, -3.1], [2.9, 1.7, -1.1], [2.1, 0.4, -0.9], [0.9, 0.7, -0.9], [-0.7, -0.6, -3.3], [0.3, 1.2, -2.4], [-1.3, -1.6, 1.5], [0.5, -3.7, 0.5]],
  "nbo_charge": [-0.27, 0.19, -0.47, 0.31, -0.26, 0.05, -0.28, -0.13, -0.37, 0.23, 0.20, 0.23, 0.12, -0.21, -0.15, -0.22, 0.51, -0.53, 0.19, -0.28, 0.18, -0.60, 0.43, 0.01, -0.20, -0.27, 0.22, -0.22, -0.24, 0.21, 0.19, -0.42, -0.38, 0.20, 0.18, 0.19, -0.38, 0.20, 0.21, 0.16, 0.18, 0.21, 0.20, 0.23, 0.22, 0.20, 0.18],
  "de_lowest_kcal_mol": 376.1
}

# 6
{
  "formula": "C5H8N2",
  "method": "the ωB97M-V functional and the def2-TZVPD basis",
  "symbols": ["C", "C", "C", "C", "N", "C", "N", "H", "H", "H", "H", "H", "H", "H", "H"],
  "positions_angstrom": [[0.363, 1.683, 0.041], [-1.000, 1.494, 0.493], [-0.005, 0.271, 0.827], [-0.256, -0.863, -0.041], [0.206, -1.874, -2.225], [0.458, -1.075, -1.238], [0.321, 0.309, 2.115], [0.404, 1.774, -1.045], [-0.539, -2.521, -1.940], [1.122, 2.130, 0.664], [-1.787, 1.268, -0.215], [-1.398, 1.770, 1.463], [-1.012, -1.596, 0.233], [1.465, -0.634, -1.333], [0.714, -0.576, 2.424]],
  "forces_ev_per_a": [[-1.1, 0.7, 0.9], [-0.3, 0.7, 0.1], [1.0, -2.0, -1.2], [-0.5, 0.5, 1.4], [0.1, -0.5, 1.1], [1.1, -0.5, -1.6], [-0.5, 0.0, -0.1], [0.6, -0.8, 0.2], [-0.4, 0.4, -0.4], [-0.3, 0.5, -0.2], [0.3, 0.1, -0.2], [0.4, 0.3, -0.1], [0.3, -0.1, 0.4], [-0.6, 0.8, 0.0], [0.0, -0.1, -0.2]],
  "nbo_charge": [-0.37, -0.28, 0.11, -0.32, -0.60, 0.04, -0.63, 0.25, 0.31, 0.25, 0.24, 0.26, 0.21, 0.17, 0.35],
  "de_lowest_kcal_mol": 131.5
}